This record from the OMol25 dataset describes a 3-piece molecular cluster, C44H62F3N2O9PS overall in a non-equilibrium geometry. The level of theory is the ωB97M-V functional and the def2-TZVPD basis.

Calculated values
Multiplicity ... 3
Expectation value of S² ... 2.009
F_max ... 8.7 eV/Å
DFT total energy ... -3538.83011 Ha
LUMO level (spin up / spin down) ... -2.00 / -2.00 eV

Element x y z (Å)
C 2.2710 -3.0853 4.3332
C 3.4839 -3.4676 3.9526
C 4.8855 -3.7411 3.1989
C 4.7891 -3.5960 1.5836
C 4.5525 -2.0477 1.1815
C 3.9474 -1.9482 -0.3112
C 4.0471 -3.1587 -1.3553
C 3.4608 -3.1013 -2.8285
C 2.7078 -1.7825 -3.2481
C 2.6154 -0.5909 -2.2257
C 3.2240 -0.5839 -0.7555
C 3.1225 0.6913 0.2121
O 3.9357 0.9986 1.1437
C 1.8605 1.6829 -0.0444
C 1.2453 2.6408 1.0509
C -0.0140 3.5876 0.7506
S -0.5571 4.6798 2.1405
O 0.4227 4.4787 3.3071
O -0.3762 6.1352 1.7094
C -2.2529 4.2997 2.8267
F -3.1783 5.3051 2.3750
F -2.7008 2.9539 2.6373
F -2.1579 4.4854 4.2691
C -0.6839 3.5586 -0.6929
C -1.9593 4.4728 -1.0656
C -3.3962 3.8522 -0.6450
P -3.8042 2.1723 -1.4063
O -5.3073 2.2471 -1.8478
O -3.4890 0.9191 -0.2833
C -4.5164 0.8206 0.7475
C -4.9583 -0.7634 0.7968
O -2.9172 1.8008 -2.8374
C -2.7257 0.3652 -3.0106
C -4.0950 -0.4912 -3.1286
C -0.0329 2.5874 -1.7620
C 1.2330 1.6627 -1.4924
C 1.8431 0.7366 -2.6944
O 1.7140 1.1259 -3.9081
H 1.3356 -2.5685 4.7364
H 5.6483 -2.9686 3.6131
H 5.2742 -4.8012 3.4138
H 5.7760 -3.9255 1.0517
H 3.8974 -4.1961 1.1766
H 3.7767 -1.5377 1.8878
H 5.5197 -1.4272 1.2367
H 4.5806 -4.1499 -1.0666
H 3.5464 -3.9486 -3.6062
H 2.2176 -1.6218 -4.2911
H 1.7791 2.6338 2.0866
H -1.8835 4.6850 -2.2115
H -1.8419 5.4617 -0.4532
H -3.5837 3.7678 0.4856
H -4.2021 4.5963 -1.0461
H -5.4098 1.5313 0.6156
H -4.0926 1.0352 1.8156
H -4.1909 -1.2596 1.5235
H -6.0201 -0.9200 1.2047
H -4.7678 -1.2067 -0.2456
H -2.0917 -0.1337 -2.1767
H -2.1407 0.1674 -4.0022
H -4.6777 -0.2963 -4.1060
H -3.8014 -1.6207 -3.1457
H -4.8179 -0.3636 -2.2453
H -0.4581 2.5509 -2.8455
C 0.3872 4.2533 -6.5449
C -0.7612 5.2969 -6.5821
C -0.9969 5.8587 -8.0144
C -0.0883 7.0043 -8.4449
C 0.0127 8.0659 -7.3586
C 0.4476 7.4629 -6.0065
N -0.4606 6.3547 -5.5675
O -1.6512 6.9210 -5.1808
C 1.9143 6.9749 -6.1400
C 0.5370 8.5930 -4.9461
C -2.0212 4.4457 -6.2557
H 1.2439 4.5666 -5.9489
H 0.0666 3.3201 -6.0708
H 0.7549 4.0047 -7.5456
H -2.0285 6.2254 -8.0904
H -0.9157 5.0514 -8.7512
H 0.9019 6.6242 -8.7131
H -0.4909 7.4604 -9.3558
H 0.7218 8.8396 -7.6749
H -0.9555 8.5718 -7.2598
H 2.2686 6.5312 -5.2070
H 2.5786 7.8125 -6.3781
H 2.0594 6.2473 -6.9414
H -0.4028 9.1387 -4.8245
H 1.2907 9.3350 -5.2297
H 0.8283 8.1902 -3.9696
H -1.9865 4.0531 -5.2340
H -2.0948 3.5884 -6.9343
H -2.9509 5.0103 -6.3721
C 0.1347 -9.4390 5.8622
C 0.7682 -8.0242 5.7162
C 1.9462 -7.8126 6.7110
C 1.5648 -7.3827 8.1222
C 0.5475 -6.2502 8.0968
C -0.6910 -6.6109 7.2500
N -0.3208 -7.0082 5.8527
O 0.0745 -5.8734 5.1874
C -1.4636 -7.7439 7.9757
C -1.6889 -5.4222 7.2688
C 1.4197 -8.0639 4.2999
H -0.8998 -9.4228 6.2041
H 0.0837 -9.9641 4.9031
H 0.7015 -10.0715 6.5529
H 2.6165 -7.0397 6.3138
H 2.5514 -8.7243 6.7737
H 1.1851 -8.2368 8.6907
H 2.4629 -7.0462 8.6513
H 0.2486 -6.0107 9.1239
H 1.0283 -5.3443 7.7077
H -2.3495 -8.0416 7.4105
H -1.8010 -7.4090 8.9625
H -0.8591 -8.6349 8.1581
H -1.2484 -4.4901 6.9042
H -2.0373 -5.2217 8.2874
H -2.5727 -5.6445 6.6605
H 0.6627 -8.1430 3.5130
H 2.0843 -8.9306 4.2085
H 2.0328 -7.1812 4.0950

These are the Löwdin partial charges, in e, on atoms 1 to 8: 0.065 -0.104 -0.204 -0.224 -0.177 -0.061 -0.004 -0.035

=====

This record from the OMol25 dataset describes C44H63BBrN6OPPmS as an isolated structure in a non-equilibrium geometry. The level of theory is the ωB97M-V functional and the def2-TZVPD basis.

Calculated values
Multiplicity ... 5
Expectation value of S² ... 6.006
Net charge ... +1
F_max ... 3.4 eV/Å
DFT total energy ... -6064.75165 Ha
LUMO level (spin up / spin down) ... -2.15 / -2.05 eV

Element x y z (Å)
Pm -15.3021 -14.0625 -8.0538
O -13.9965 -13.3392 -9.8232
S -12.6459 -13.8174 -10.3375
C -12.5657 -15.6227 -10.4793
C -13.0136 -15.9593 -11.8701
C -12.4521 -14.8894 -12.7680
C -12.7774 -13.5234 -12.0744
H -13.1839 -16.0790 -9.6880
H -11.5008 -15.8342 -10.1996
H -14.1254 -16.0284 -11.8492
H -12.5558 -16.9189 -12.1185
H -12.8143 -14.8729 -13.7960
H -11.3340 -14.9751 -12.7642
H -13.8723 -13.2691 -12.2238
H -12.2194 -12.6643 -12.3766
C -20.6557 -14.6946 -10.6056
N -20.3571 -13.2470 -10.6631
C -21.1508 -12.5319 -9.7238
N -21.0098 -12.9735 -8.3194
C -21.2667 -14.4449 -8.2966
N -20.4463 -15.1993 -9.2378
C -19.0431 -15.1746 -8.8169
P -18.3396 -13.5140 -8.8541
C -18.9550 -12.9590 -10.5540
C -19.6635 -12.6724 -7.8906
H -19.9365 -15.1891 -11.2591
H -21.6548 -14.8959 -10.8059
H -22.1926 -12.7502 -10.0081
H -20.8960 -11.4392 -9.8144
H -22.2763 -14.5641 -8.6760
H -21.1651 -14.8140 -7.2870
H -18.4758 -15.7415 -9.4931
H -18.9171 -15.6315 -7.8433
H -18.3866 -13.3953 -11.3628
H -18.7197 -11.9249 -10.5817
H -19.5032 -11.6394 -8.0213
H -19.5488 -12.8466 -6.7820
C -12.5843 -18.6246 -5.2798
C -13.1154 -17.4592 -6.1490
C -14.4492 -17.6937 -6.7894
C -12.0440 -17.2285 -7.1814
C -11.7702 -18.3244 -7.9825
C -10.6502 -18.3235 -8.7730
C -9.8815 -17.1911 -8.9158
C -10.2104 -16.0067 -8.2745
C -9.3161 -14.8032 -8.4493
C -8.0097 -15.0822 -7.6729
C -8.9215 -14.5424 -9.9011
C -11.3401 -16.0155 -7.3803
N -11.8481 -14.8630 -6.6912
B -13.1831 -14.3275 -6.5618
N -13.1586 -13.4529 -5.4304
C -11.8116 -13.3953 -4.9424
C -11.0770 -14.2308 -5.6631
C -14.2647 -13.0186 -4.5801
C -14.9974 -11.8283 -4.8288
C -16.0893 -11.5560 -4.0162
C -16.4640 -12.3284 -2.9508
C -15.7531 -13.5135 -2.7426
C -14.6969 -13.8612 -3.5130
C -13.9171 -15.1207 -3.1470
C -14.8668 -16.3216 -3.1453
C -13.1950 -15.1100 -1.7970
C -14.5629 -10.7538 -5.8126
C -13.2492 -10.1603 -5.3402
C -14.5141 -11.0831 -7.3060
H -13.1911 -18.8632 -4.3826
H -11.5642 -18.3757 -4.9265
H -12.6099 -19.6210 -5.7872
H -13.1901 -16.5415 -5.5287
H -14.3885 -18.5733 -7.4210
H -14.6744 -16.7843 -7.3474
H -15.2332 -17.8457 -6.0393
H -12.2974 -19.2652 -7.8208
H -10.3794 -19.2405 -9.2983
H -8.9806 -17.2004 -9.5791
H -9.8292 -13.9390 -7.9845
H -7.4804 -15.8945 -8.2124
H -8.2395 -15.3545 -6.6613
H -7.2909 -14.2429 -7.6834
H -8.4584 -15.3954 -10.4156
H -8.1933 -13.7681 -9.8033
H -9.7330 -14.1531 -10.5035
H -11.5023 -12.7182 -4.1523
H -10.0386 -14.5350 -5.5347
H -16.6515 -10.6585 -4.1832
H -17.2557 -11.9843 -2.2943
H -16.0570 -14.1879 -1.9456
H -13.1319 -15.3393 -3.8718
H -15.6728 -16.2012 -2.4463
H -14.2992 -17.1738 -2.8088
H -15.2027 -16.5457 -4.1447
H -13.8234 -15.4434 -0.9916
H -12.7842 -14.1147 -1.5416
H -12.2973 -15.7831 -1.7864
H -15.3057 -9.9792 -5.6872
H -12.5362 -10.9338 -5.1290
H -13.2936 -9.5324 -4.4296
H -12.7998 -9.5163 -6.0895
H -13.7070 -11.7511 -7.6411
H -14.2450 -10.1542 -7.8749
H -15.5153 -11.3522 -7.7050
Br -17.9138 -18.0189 -13.5117
C -17.1945 -17.1802 -11.9508
C -16.9851 -15.8106 -12.0129
C -16.3658 -15.1511 -10.9365
C -16.0194 -15.8160 -9.7302
C -16.3469 -17.1903 -9.6986
C -16.8864 -17.8700 -10.7747
H -17.2904 -15.3116 -12.9405
H -16.2270 -14.1051 -11.0795
H -16.1640 -17.7455 -8.7878
H -17.1199 -18.9255 -10.7470
C -18.5259 -14.7569 -3.9161
C -17.6456 -14.6093 -5.0777
N -16.9533 -14.5608 -5.9942
H -17.9831 -15.0717 -3.0269
H -19.3779 -15.3908 -4.2395
H -19.0105 -13.7729 -3.7842

These are the Löwdin partial charges, in e, on atoms 1 to 8: 1.478 -0.706 0.997 -0.300 -0.221 -0.197 -0.298 0.092

=====

This record from the OMol25 dataset describes C44H65ClLaN4O5S2 as an isolated structure in a non-equilibrium geometry. The level of theory is the ωB97M-V functional and the def2-TZVPD basis.

Calculated values
Energy relative to the best compared isomer or geometry (same formula, charge and spin) ... 110.5 kJ/mol
Net charge ... -1
F_max ... 4.4 eV/Å
DFT total energy ... -3599.17837 Ha
LUMO level ... 1.65 eV

Element x y z (Å)
La -17.6043 -6.5413 12.8067
C -18.7435 -9.4437 14.3757
N -18.4074 -9.1024 12.9444
C -19.5681 -9.0943 12.1412
C -17.3692 -9.9929 12.4585
C -15.9804 -9.8401 13.1064
N -15.1993 -8.6074 12.6824
C -14.0266 -8.3384 13.5496
C -14.0938 -7.4746 14.7778
C -12.8943 -6.8454 15.1736
C -12.8397 -5.9348 16.2621
C -14.0066 -5.9195 17.0394
C -15.2252 -6.5772 16.7469
C -15.3153 -7.1994 15.4409
O -16.4736 -7.3433 14.8170
C -16.2811 -6.5668 17.8386
C -17.4794 -7.5060 17.6755
C -15.5097 -6.8597 19.1896
C -16.9056 -5.1563 17.8720
C -11.6757 -5.0751 16.6101
C -12.0185 -3.5791 16.2741
C -11.2750 -5.3179 18.0572
C -10.4469 -5.4864 15.7211
C -14.7402 -8.9189 11.2899
C -14.2931 -7.6529 10.5933
C -12.9755 -7.3327 10.4419
C -12.5621 -6.2565 9.6202
C -13.4872 -5.5422 8.9215
C -14.8390 -5.6953 9.1872
C -15.2736 -6.7188 10.1228
O -16.4824 -6.7528 10.6758
C -15.8483 -4.8036 8.4675
C -15.2304 -4.1284 7.2185
C -16.2722 -3.6511 9.3603
C -17.0419 -5.6673 8.0031
C -11.1165 -5.8255 9.6004
C -10.8951 -4.8596 10.7940
C -10.1620 -7.0069 9.8421
C -10.7474 -5.2249 8.2303
H -19.4405 -10.3089 14.4573
H -19.2992 -8.6182 14.8400
H -17.8355 -9.6451 14.9990
H -20.2355 -9.9436 12.4547
H -19.3893 -9.2000 11.0667
H -20.1791 -8.2273 12.4032
H -17.3226 -9.9290 11.3779
H -17.6573 -11.0678 12.6187
H -15.4065 -10.7215 12.8828
H -16.1758 -9.7841 14.1886
H -13.1796 -8.0416 12.9023
H -13.6836 -9.3160 13.9080
H -11.9826 -7.0900 14.6453
H -14.0051 -5.2593 17.9159
H -17.2574 -8.5595 17.5192
H -18.0556 -7.2529 16.7618
H -18.0666 -7.5314 18.5860
H -14.8918 -7.7670 19.1362
H -16.2166 -7.0395 19.9876
H -14.8781 -5.9880 19.4203
H -17.6026 -5.0304 16.9768
H -16.0471 -4.4491 17.8533
H -17.4756 -5.0089 18.8043
H -12.9576 -3.1869 16.7550
H -12.2192 -3.4323 15.1841
H -11.1279 -2.9753 16.5395
H -12.0644 -5.2044 18.8756
H -10.4515 -4.5835 18.2646
H -10.8312 -6.3271 18.0987
H -10.6935 -5.4452 14.6528
H -10.1827 -6.5702 15.8770
H -9.5342 -4.9152 15.9147
H -15.6645 -9.2698 10.7617
H -14.0078 -9.7625 11.2147
H -12.2115 -7.9517 10.9437
H -13.1591 -4.8062 8.1578
H -14.5057 -3.3141 7.4334
H -16.0255 -3.6898 6.5667
H -14.7410 -4.8777 6.6450
H -15.4617 -3.0784 9.8659
H -16.9871 -4.0050 10.1835
H -16.8468 -2.9606 8.7151
H -16.6982 -6.4419 7.2883
H -17.7609 -5.0680 7.3989
H -17.6567 -6.1309 8.8039
H -11.1741 -5.2269 11.7820
H -11.5370 -3.9673 10.6026
H -9.8541 -4.5239 10.8840
H -10.3314 -7.5380 10.7661
H -9.1017 -6.6249 9.7822
H -10.3360 -7.6272 8.9634
H -11.2625 -4.2679 8.0029
H -11.0457 -5.9950 7.5118
H -9.6784 -5.1077 8.0738
O -21.7960 -2.5386 11.1230
C -21.3282 -2.1264 12.2489
C -22.0868 -1.1402 12.9663
C -21.6253 -0.7088 14.1713
C -20.4188 -1.2140 14.7430
C -19.7367 -2.2772 14.1582
C -20.0794 -2.6205 12.8333
C -19.3223 -3.6910 12.1606
O -18.2156 -4.1064 12.5906
N -19.9685 -4.3013 11.1512
N -19.6482 -5.5819 10.7737
C -20.6480 -6.1903 10.0381
S -22.4178 -5.9041 10.0200
C -22.9605 -6.7538 8.4615
C -21.7727 -7.5178 7.9358
S -20.2679 -7.2920 8.7871
H -20.8579 -3.6929 10.8695
H -23.0064 -0.7953 12.5117
H -22.2262 -0.0071 14.7566
H -20.0770 -0.8613 15.7244
H -18.8493 -2.6344 14.6863
H -23.3243 -5.9038 7.8223
H -23.7724 -7.4412 8.7366
H -21.5039 -7.2868 6.8765
H -21.9569 -8.6422 7.9122
O -15.9413 -4.6649 13.6710
H -15.8027 -4.5793 14.6606
H -16.5068 -3.8607 13.4456
Cl -19.5625 -6.1094 14.7390

These are the Löwdin partial charges, in e, on atoms 1 to 8: 1.912 -0.095 -0.378 -0.148 -0.207 -0.158 -0.145 -0.127

=====

This record from the OMol25 dataset describes a 7-piece molecular cluster, C44H66Br2N3O20 overall in a non-equilibrium geometry. The level of theory is the ωB97M-V functional and the def2-TZVPD basis.

Calculated values
Net charge ... -1
F_max ... 5.0 eV/Å
DFT total energy ... -8533.14451 Ha
LUMO level ... 1.67 eV

Element x y z (Å)
C 4.9848 -1.5247 -1.3609
C 4.3583 -0.9621 -2.2511
C 3.3994 -0.1881 -3.2499
C 3.3359 1.3159 -2.7227
C 1.8633 1.8407 -2.4107
C 1.2755 1.2568 -1.0444
N 1.9525 0.1903 -0.4987
C 1.2726 -0.2155 0.6627
C 1.8469 -1.4345 1.3994
C 1.2127 -1.9991 2.6202
C -0.0553 -1.3765 3.2021
N -0.6448 -1.9966 4.3814
C -1.2777 -3.0654 3.9419
C -2.7670 -3.0196 3.3814
C -0.5825 -4.5031 3.8919
C -0.6199 -0.1852 2.5047
C -1.9477 0.5316 3.0346
O -3.0537 -0.0564 3.1205
O -1.8541 1.8171 3.3492
C 0.0314 0.3938 1.2423
N -0.6015 1.4898 0.6422
C 0.0251 1.9170 -0.5057
C -0.6586 3.1158 -1.2644
Br 0.1580 4.8785 -1.4893
C -1.9229 2.8876 -1.7611
C -2.7408 1.5471 -1.6267
Br -2.8579 4.3577 -2.7168
H 5.4906 -1.6794 -0.3701
H 3.7823 -0.2932 -4.3034
H 2.3980 -0.7027 -3.1521
H 3.7295 1.9693 -3.5745
H 4.0430 1.4728 -1.8578
H 1.1256 1.6590 -3.2460
H 1.9622 2.9728 -2.3007
H 2.7583 -1.9506 0.9974
H 1.6312 -2.9119 3.1397
H -2.7300 -2.4188 2.4130
H -3.1029 -4.0723 3.0967
H -3.4702 -2.5338 4.1179
H 0.3197 -4.5689 4.5685
H -0.2693 -4.7056 2.8174
H -1.3725 -5.2617 4.1691
H -3.2900 1.3332 -2.5872
H -2.1196 0.6570 -1.3291
H -3.4758 1.7159 -0.7702
C 1.0606 1.3092 5.2416
C 2.3632 1.2367 4.4724
O 3.4370 1.8631 5.1999
C 3.9466 1.1519 6.2086
O 3.6037 0.0465 6.5481
O 4.9035 1.8933 6.7971
C 5.4651 1.2888 7.9587
H 0.8334 2.3418 5.5184
H 0.2394 0.9148 4.6455
H 1.1147 0.7370 6.1708
H 2.2599 1.7883 3.5353
H 2.6233 0.2074 4.2140
H 5.8278 0.2822 7.7469
H 4.7262 1.2702 8.7625
H 6.3091 1.9011 8.2770
C -6.5977 4.4607 -5.0970
C -5.8347 3.1569 -4.9684
O -6.6249 2.1568 -4.3108
C -7.5714 1.5797 -5.0611
O -7.8012 1.8149 -6.2220
O -8.2340 0.7048 -4.2900
C -9.3424 0.0863 -4.9404
H -6.9660 4.7873 -4.1210
H -5.9596 5.2410 -5.5152
H -7.4699 4.3476 -5.7440
H -4.9522 3.3147 -4.3456
H -5.4853 2.7960 -5.9388
H -9.0432 -0.3753 -5.8821
H -10.1333 0.8205 -5.1059
H -9.7235 -0.6917 -4.2792
C 0.1409 1.6457 -8.9480
C 0.7113 1.8831 -7.5633
O 1.8837 1.0881 -7.3422
C 3.0068 1.5330 -7.9306
O 3.1088 2.5285 -8.6021
O 3.9929 0.6624 -7.6576
C 5.2244 0.9648 -8.3116
H -0.0346 0.5794 -9.1131
H -0.7996 2.1842 -9.0749
H 0.8334 1.9774 -9.7240
H -0.0196 1.5740 -6.8133
H 0.9245 2.9404 -7.3900
H 5.5415 1.9880 -8.1076
H 5.1250 0.7994 -9.3862
H 5.9818 0.2839 -7.9241
C 2.3531 -4.5229 8.2438
C 2.9077 -5.2920 7.0612
O 3.6179 -6.4631 7.4918
C 2.8556 -7.4984 7.8644
O 1.6509 -7.5343 7.8555
O 3.6690 -8.4873 8.2689
C 2.9801 -9.6223 8.7899
H 3.1471 -4.2962 8.9603
H 1.8938 -3.5895 7.9153
H 1.6005 -5.1062 8.7781
H 3.6287 -4.6668 6.5307
H 2.1235 -5.5569 6.3482
H 2.2368 -9.9943 8.0839
H 2.5119 -9.3678 9.7429
H 3.7162 -10.4070 8.9632
C -8.2630 -4.1357 -1.6123
C -7.2592 -4.8331 -0.7145
O -6.2385 -3.9300 -0.2801
C -6.5947 -3.0811 0.7010
O -7.6747 -3.0338 1.2378
O -5.5506 -2.2908 0.9612
C -5.8207 -1.2635 1.9237
H -7.7547 -3.6408 -2.4442
H -8.9854 -4.8501 -2.0117
H -8.8097 -3.3626 -1.0692
H -6.7565 -5.6224 -1.2782
H -7.7447 -5.3071 0.1421
H -6.2288 -1.6803 2.8451
H -6.5056 -0.5275 1.4974
H -4.8782 -0.7658 2.1577
C 6.9433 7.2660 -3.0205
C 6.3744 5.9722 -3.5701
O 5.9971 5.0822 -2.5140
C 4.8441 5.3779 -1.8921
O 4.1136 6.3009 -2.1550
O 4.6578 4.4797 -0.9187
C 3.5086 4.7365 -0.1063
H 7.7638 7.0607 -2.3279
H 7.3112 7.8999 -3.8292
H 6.1893 7.8247 -2.4629
H 7.1426 5.4568 -4.1509
H 5.5309 6.1544 -4.2402
H 2.6094 4.8435 -0.7139
H 3.6731 5.6303 0.4989
H 3.3756 3.8855 0.5617

These are the Löwdin partial charges, in e, on atoms 1 to 8: 0.030 -0.148 -0.179 -0.203 -0.143 -0.156 0.161 -0.169